{
  "formula": "C48H118N10O4",
  "method": "the ωB97M-V functional and the def2-TZVPD basis",
  "homo_lumo_gap_ev": 8.3,
  "relative_energy_kj_mol": 0.0,
  "total_charge": 0,
  "smiles": "CCN(CC)CC.CCN(CC)CC.CCN(CC)CC.CCN(CC)CC.CCN(CC)CC.CCN(CC)CC.CNC(C)=O.CNC(C)=O.CNC(C)=O.CNC(C)=O",
  "species": ["C", "C", "N", "C", "C", "C", "C", "H", "H", "H", "H", "H", "H", "H", "H", "H", "H", "H", "H", "H", "H", "H", "C", "C", "N", "C", "C", "C", "C", "H", "H", "H", "H", "H", "H", "H", "H", "H", "H", "H", "H", "H", "H", "H", "C", "C", "N", "C", "C", "C", "C", "H", "H", "H", "H", "H", "H", "H", "H", "H", "H", "H", "H", "H", "H", "H", "C", "C", "N", "C", "C", "C", "C", "H", "H", "H", "H", "H", "H", "H", "H", "H", "H", "H", "H", "H", "H", "H", "C", "C", "N", "C", "C", "C", "C", "H", "H", "H", "H", "H", "H", "H", "H", "H", "H", "H", "H", "H", "H", "H", "C", "C", "N", "C", "C", "C", "C", "H", "H", "H", "H", "H", "H", "H", "H", "H", "H", "H", "H", "H", "H", "H", "C", "N", "C", "C", "O", "H", "H", "H", "H", "H", "H", "H", "C", "N", "C", "C", "O", "H", "H", "H", "H", "H", "H", "H", "C", "N", "C", "C", "O", "H", "H", "H", "H", "H", "H", "H", "C", "N", "C", "C", "O", "H", "H", "H", "H", "H", "H", "H"],
  "xyz": [[10.35620, 4.81933, 12.75518], [10.53188, 6.38551, 12.79315], [10.56602, 7.05098, 11.47518], [10.95013, 8.43320, 11.62141], [12.48396, 8.55455, 11.59816], [9.33177, 6.81725, 10.63412], [9.43317, 7.04649, 9.13844], [9.33927, 4.55318, 12.46689], [10.50363, 4.37383, 13.73900], [10.95720, 4.40011, 11.94823], [9.72178, 6.76671, 13.41485], [11.44455, 6.64964, 13.32734], [10.57435, 9.00365, 10.77200], [10.58107, 8.97355, 12.49314], [12.81455, 8.22569, 10.61293], [12.85961, 9.57666, 11.64599], [12.97260, 8.01247, 12.40777], [8.56982, 7.46657, 11.06530], [8.78488, 5.88369, 10.76635], [8.40848, 6.94867, 8.77991], [10.03331, 6.23466, 8.72750], [9.90467, 8.02418, 9.03896], [6.37027, 3.73244, 5.73356], [7.23757, 4.97944, 5.81300], [6.49327, 6.23956, 5.99266], [5.74050, 6.28552, 7.26493], [4.62941, 7.30493, 7.24775], [7.35336, 7.40878, 5.91881], [7.88672, 7.63506, 4.46636], [5.52745, 3.87612, 5.05747], [5.96225, 3.51525, 6.72070], [6.94651, 2.84613, 5.46801], [7.96829, 4.83627, 6.60902], [7.73227, 4.94327, 4.84240], [5.24336, 5.35662, 7.54437], [6.43320, 6.43509, 8.09312], [4.97825, 8.32132, 7.43037], [4.03276, 7.24913, 6.33726], [3.98888, 6.96170, 8.06016], [8.19416, 7.27963, 6.60032], [6.81598, 8.29092, 6.26689], [8.41273, 6.83229, 3.94966], [8.52351, 8.51790, 4.41001], [7.03811, 7.86101, 3.82067], [8.36155, -6.74801, 10.19783], [8.29214, -5.41999, 9.40630], [9.64090, -5.06658, 8.91359], [9.66676, -4.28888, 7.65045], [11.04109, -4.39781, 6.82462], [10.49735, -4.58039, 9.99356], [10.18148, -3.13299, 10.50791], [7.39023, -7.06351, 10.57875], [9.01052, -6.64882, 11.06794], [8.79979, -7.50111, 9.54294], [7.55452, -5.56013, 8.61612], [7.89398, -4.61492, 10.02391], [8.92207, -4.75991, 7.00883], [9.32285, -3.25656, 7.71474], [11.81197, -3.76852, 7.26942], [11.48800, -5.39189, 6.83761], [10.93382, -4.09122, 5.78414], [11.51209, -4.53407, 9.59827], [10.60313, -5.29139, 10.81294], [9.17181, -3.01740, 10.90202], [10.20154, -2.46258, 9.64869], [10.91941, -2.74920, 11.21237], [5.87202, 3.62607, 12.49989], [4.65658, 4.42752, 12.97948], [3.81766, 4.94940, 11.89582], [2.56094, 5.53816, 12.33389], [1.58600, 4.53399, 12.99288], [4.50321, 5.84469, 10.94978], [5.34452, 7.03564, 11.52275], [5.76193, 2.83743, 11.75556], [6.21976, 3.00906, 13.32843], [6.65845, 4.27977, 12.12265], [4.06963, 3.91063, 13.73871], [5.10863, 5.21534, 13.58204], [2.08706, 5.93734, 11.43713], [2.75762, 6.40352, 12.96680], [1.33470, 3.60360, 12.48364], [0.59149, 4.97271, 13.07409], [1.92691, 4.15617, 13.95679], [5.15354, 5.25415, 10.30448], [3.78147, 6.25903, 10.24585], [5.52926, 7.78058, 10.74878], [4.76517, 7.41041, 12.36656], [6.28244, 6.72617, 11.98387], [10.90259, 1.58880, 8.65048], [9.71429, 0.73592, 9.20342], [8.94249, 1.36468, 10.30865], [9.77715, 1.43827, 11.49840], [10.27600, 0.10305, 12.04077], [8.50602, 2.73967, 9.99829], [7.52067, 2.73331, 8.84956], [11.74050, 1.65483, 9.34450], [10.63782, 2.63076, 8.47067], [11.18886, 1.18248, 7.68040], [8.96256, 0.55684, 8.43470], [9.98101, -0.29127, 9.45209], [10.61395, 2.10388, 11.28669], [9.20448, 1.88653, 12.31032], [9.48294, -0.64468, 12.03401], [11.08648, -0.25026, 11.40328], [10.62614, 0.18123, 13.07003], [9.21822, 3.56376, 9.95630], [7.97560, 3.01220, 10.91069], [7.98220, 2.54899, 7.87945], [6.98046, 3.67313, 8.73552], [6.82319, 1.90170, 8.94975], [12.58642, -2.27118, 13.51213], [12.83046, -1.88923, 14.97117], [14.17876, -1.33565, 15.08194], [15.25736, -2.28005, 14.80820], [15.36531, -3.60162, 15.67463], [14.37332, -0.64130, 16.38106], [15.47061, 0.42746, 16.42201], [11.52854, -2.52081, 13.43046], [13.19980, -3.11167, 13.18742], [12.68832, -1.47772, 12.77177], [12.11572, -1.15906, 15.35077], [12.75558, -2.77559, 15.60115], [15.08459, -2.59284, 13.77844], [16.19268, -1.72033, 14.80984], [14.51296, -4.28058, 15.64992], [16.20387, -4.18386, 15.29264], [15.55418, -3.41547, 16.73188], [14.64500, -1.33472, 17.17697], [13.46960, -0.14272, 16.73150], [16.46892, 0.00305, 16.31550], [15.46550, 0.88220, 17.41261], [15.29622, 1.24444, 15.72185], [13.39313, -1.80971, 9.27260], [14.48074, -2.21310, 10.07162], [14.64620, -3.41219, 10.68901], [15.90726, -3.55855, 11.46689], [13.83377, -4.34468, 10.61653], [12.81827, -2.68792, 8.97870], [13.71842, -1.32364, 8.35280], [12.78573, -1.11684, 9.85491], [15.35345, -1.70642, 10.02978], [16.59661, -4.21080, 10.93072], [15.58709, -4.08998, 12.36309], [16.29323, -2.55985, 11.67115], [12.57886, 1.98754, 14.26182], [13.51130, 1.16965, 13.49176], [14.10809, 1.51807, 12.36811], [15.26811, 0.70071, 11.89274], [13.76100, 2.51195, 11.71058], [12.95387, 2.44354, 15.17808], [11.69740, 1.42760, 14.57422], [12.22927, 2.81337, 13.64222], [13.79799, 0.25727, 13.81653], [15.34159, 0.63077, 10.80747], [15.14630, -0.28699, 12.33737], [16.23298, 1.08334, 12.22549], [6.67801, -0.37552, 13.02343], [6.80162, -0.61737, 11.60218], [6.39390, -1.66445, 10.92713], [6.76764, -1.65684, 9.40402], [5.67516, -2.56116, 11.36112], [7.64925, -0.44524, 13.51327], [5.98397, -1.05418, 13.51924], [6.32187, 0.63120, 13.24198], [7.46882, -0.00477, 11.15534], [6.03469, -1.98552, 8.66723], [7.71825, -2.17766, 9.28916], [6.99288, -0.61552, 9.17378], [12.70249, 5.19545, 9.30495], [13.41619, 3.97620, 9.23223], [13.88760, 3.37799, 8.13010], [14.58621, 1.99127, 8.29861], [13.70583, 3.86430, 6.99665], [12.25259, 5.46643, 8.34983], [13.36437, 5.97609, 9.67994], [11.95876, 5.10154, 10.09624], [13.44814, 3.45851, 10.09887], [14.61863, 1.80495, 9.37209], [15.52536, 1.93387, 7.74833], [14.00107, 1.21559, 7.80461]],
  "forces_ev_per_a": [[-0.341, 1.373, -0.710], [-0.307, -1.059, -0.383], [-0.878, -1.886, -0.190], [0.966, 0.681, -0.686], [-0.066, 0.320, -0.495], [-0.405, 0.807, 1.547], [0.530, -0.337, 1.369], [-0.222, 0.168, 0.091], [0.393, 0.021, -0.136], [0.483, -0.195, 0.423], [-0.388, 0.322, 0.148], [0.145, -0.121, -0.148], [-0.073, -0.033, -0.104], [-0.500, -0.338, 0.471], [0.216, -0.484, 0.195], [-0.367, 0.272, 0.288], [-0.042, -0.236, -0.189], [-0.327, 0.737, -0.169], [0.991, -0.719, 0.471], [0.235, 0.477, -0.370], [0.130, 0.294, -0.356], [-0.242, -0.061, -0.906], [-0.623, 0.133, 0.990], [-0.463, -0.176, -0.558], [-0.687, -0.804, 0.318], [0.328, -0.418, -0.755], [-0.146, -0.089, 0.562], [0.913, -0.542, -1.325], [-0.741, 0.661, 0.239], [0.126, -0.064, -0.155], [-0.254, -0.139, -0.038], [0.091, 0.159, -0.261], [0.469, 0.068, 0.169], [0.397, 0.778, 0.165], [0.292, -0.435, -0.700], [0.202, 0.395, 0.398], [-0.229, 0.022, -0.050], [0.226, 0.039, -0.084], [-0.317, 0.640, 0.160], [0.377, 0.054, 0.174], [-0.084, -0.027, -0.267], [0.068, -0.254, 0.629], [0.138, 0.001, 0.222], [-0.190, -0.006, 0.017], [0.205, 0.642, -0.103], [0.391, -0.429, 0.413], [-0.412, 0.107, -0.301], [0.919, -1.455, -0.725], [-0.657, 0.382, 1.337], [0.640, 1.229, -0.389], [-0.212, -0.574, -0.668], [-0.080, 0.011, -0.217], [0.034, -0.005, -0.010], [-0.155, -0.131, 0.071], [0.364, 0.125, -0.418], [-0.207, 0.069, 0.279], [-0.104, -0.132, 0.045], [0.289, 0.415, 0.284], [-0.031, 0.240, 0.011], [-0.488, -0.221, 0.097], [-0.285, 0.080, 0.084], [0.099, -0.019, -0.063], [-0.488, -0.041, -0.059], [0.025, -0.191, 0.385], [0.165, 0.103, -0.158], [-0.041, -0.276, 0.102], [-0.099, -0.740, 0.162], [0.376, 0.272, -0.536], [0.190, 0.037, -0.200], [-0.310, -0.944, -0.239], [-0.145, -0.019, 0.167], [1.048, 0.018, -0.086], [-0.890, -1.067, 0.513], [-0.837, 0.290, -0.467], [0.473, 0.492, 0.398], [0.091, 0.040, 0.245], [-0.241, -0.451, -0.556], [0.037, 0.692, 0.117], [-0.113, -0.038, -0.022], [-0.285, 0.149, 0.558], [0.704, 0.112, -0.870], [0.129, 0.413, 0.498], [-0.083, 0.499, 0.266], [0.199, -0.284, 0.049], [-0.310, -0.056, 0.269], [-0.062, 0.069, 0.203], [-0.028, 0.706, -0.170], [0.174, -0.174, -0.311], [-0.751, -0.515, 0.281], [-0.539, 0.886, -0.539], [1.218, -0.043, -0.196], [0.080, -0.099, 0.865], [0.004, 0.025, -0.635], [-1.576, -0.560, 0.731], [0.139, -0.094, -0.598], [0.156, -0.393, -0.096], [-0.351, -0.033, -0.057], [0.353, -0.065, 0.139], [0.162, 0.289, -0.443], [0.380, 0.195, 0.443], [0.390, 0.128, 0.286], [-0.253, 0.357, -0.089], [-0.025, -0.073, -0.097], [0.102, -0.273, 0.202], [0.123, 0.173, -0.104], [0.909, -0.361, -0.534], [-0.390, 0.072, 0.023], [0.352, 0.142, -0.021], [-0.059, 0.025, 0.261], [-0.255, 0.140, 0.310], [-1.062, -0.141, 0.180], [1.038, -0.201, -0.794], [0.184, 1.301, 1.473], [-0.639, -1.031, -0.067], [0.188, 0.784, -0.202], [0.604, 0.179, 0.086], [-0.077, -0.061, 0.029], [-0.014, -0.521, -0.119], [-0.244, -0.094, 0.054], [0.422, 0.351, 0.291], [-0.005, 0.087, -0.200], [-0.339, -0.243, 0.116], [0.305, -0.031, 0.050], [0.074, -0.163, 0.188], [-0.269, 0.313, -0.333], [0.122, 0.080, -0.004], [0.113, 0.188, -0.015], [-0.207, -0.449, 0.121], [-0.356, -0.224, -0.424], [0.010, 0.077, -0.329], [-0.083, -0.028, 0.123], [0.148, -0.154, -0.246], [-0.929, 0.091, -0.580], [2.090, -0.492, 0.800], [-1.636, -1.482, -0.945], [-0.297, -0.062, 0.141], [0.620, 1.283, 0.136], [-0.154, 0.072, 0.201], [0.106, 0.088, 0.086], [-0.415, 0.068, -0.272], [-0.398, 0.359, -0.065], [0.124, 0.232, -0.004], [0.420, 0.146, 0.164], [0.505, -0.307, 0.276], [-0.502, 0.171, -0.522], [-0.185, -0.452, 1.224], [-0.122, 2.313, -1.876], [0.142, -1.046, 0.373], [0.055, -0.231, 0.351], [0.704, -0.220, -0.048], [0.043, -0.268, -0.209], [0.098, -0.159, -0.157], [0.003, -0.214, 0.922], [-0.364, 0.057, 0.160], [0.314, -0.335, -0.200], [-0.179, 0.299, 0.264], [-0.200, -0.134, 0.501], [1.076, 1.799, 1.179], [-2.087, -2.465, -2.369], [0.777, 1.180, 1.057], [0.503, 0.317, 0.353], [0.121, -0.232, 0.050], [0.114, -0.197, -0.362], [-0.119, 0.112, -0.349], [0.038, 0.267, -0.433], [-0.162, -0.378, 0.680], [-0.120, -0.292, -0.144], [0.076, 0.133, -0.294], [-0.260, 0.744, 0.309], [0.596, -1.648, 0.595], [-0.366, -0.028, -2.475], [-0.912, 0.974, 0.076], [0.513, -0.578, 1.301], [0.106, 0.002, 0.096], [0.014, 0.373, -0.354], [-0.315, 0.048, -0.252], [0.409, -0.109, 0.066], [0.508, -0.305, -0.192], [0.231, 0.465, 0.497], [-0.478, 0.160, 0.139]]
}

=====

{
  "formula": "C4H7NO",
  "method": "the ωB97M-V functional and the def2-TZVPD basis",
  "homo_lumo_gap_ev": 10.2,
  "relative_energy_kj_mol": 423.3,
  "total_charge": 0,
  "smiles": "ON=C1CCC1",
  "species": ["O", "N", "C", "C", "C", "C", "H", "H", "H", "H", "H", "H", "H"],
  "xyz": [[2.43761, -0.76039, 0.07444], [1.73019, 0.42862, 0.22378], [0.52250, 0.27901, -0.11713], [-0.32286, -0.91306, -0.41806], [-1.51377, 0.04601, 0.30904], [-0.57962, 1.25337, 0.11513], [3.30826, -0.50789, 0.40150], [-0.61557, -1.11175, -1.43546], [0.09919, -1.85377, 0.01885], [-2.47732, 0.12909, -0.19387], [-1.35975, -0.76160, 0.99358], [-0.83703, 1.74642, -0.83668], [-0.39182, 2.02595, 0.86485]],
  "forces_ev_per_a": [[0.463, -0.204, -0.034], [-0.375, 0.145, 0.032], [0.688, 0.364, -0.289], [-0.085, 0.498, -0.841], [1.026, -1.699, -1.597], [0.269, -0.015, 0.095], [-0.033, -0.184, -0.064], [0.463, 0.133, -0.623], [-0.927, 0.736, 0.045], [0.137, -0.518, 0.266], [-1.286, 1.142, 2.632], [-0.089, -0.147, 0.297], [-0.250, -0.251, 0.082]]
}

=====

{
  "formula": "C3H5N2",
  "method": "the ωB97M-V functional and the def2-TZVPD basis",
  "homo_lumo_gap_ev": 9.2,
  "relative_energy_kj_mol": 847.2,
  "total_charge": 1,
  "species": ["C", "C", "C", "N", "N", "H", "H", "H", "H", "H"],
  "xyz": [[1.33354, -0.74414, -0.50637], [1.38792, 0.44662, 0.26797], [-1.13437, 0.14173, -0.49582], [0.11478, -0.21986, 0.00937], [-1.08917, -0.73452, 0.59723], [1.90315, 0.15442, 1.22499], [1.70658, 1.50112, 0.11973], [-1.60302, 1.16375, -0.18945], [-1.36402, 0.00213, -1.49155], [-1.25539, -1.71126, 0.46389]],
  "forces_ev_per_a": [[0.253, -1.250, -1.430], [1.098, 0.718, 2.515], [-2.978, 4.057, 0.999], [1.832, 0.901, 0.541], [-0.314, 0.280, 1.476], [-0.495, -0.080, -0.461], [-1.009, -0.596, -0.590], [1.519, -1.522, -0.383], [-0.361, -1.470, -2.026], [0.455, -1.038, -0.643]]
}